1 | A cluster of 2 separate species, C7H12N2 in total. Source: the Open Molecules 2025 dataset; level of theory: the ωB97M-V functional and the def2-TZVPD basis.

Structure (XYZ):
```
21
C7H12N2 the ωB97M-V functional and the def2-TZVPD basis
C -3.9887 -0.8304 0.3225
C -3.1167 0.0545 -0.0425
C 1.8970 -1.6682 -0.0109
C 2.4469 -0.2696 0.2964
C 0.5008 -1.3117 -0.4651
C 1.3378 1.9688 0.1294
C -2.2601 0.9500 -0.4110
N 1.4547 0.6130 -0.3259
N 0.3144 -0.0608 -0.5871
H -3.7034 -1.7967 0.7065
H 2.4469 -2.1506 -0.8241
H 1.8977 -2.3399 0.8479
H 2.5000 -0.0765 1.3776
H 3.4314 -0.0855 -0.1407
H -0.2645 -2.0204 -0.7144
H -5.0443 -0.6283 0.2662
H 0.4710 2.4096 -0.3559
H 1.2147 2.0360 1.2195
H 2.2325 2.5245 -0.1601
H -1.8872 1.0070 -1.4190
H -1.8811 1.6754 0.2905
```

Computed properties:
LUMO energy = 1.03 eV
highest occupied orbital energy = -7.96 eV
HOMO-LUMO gap = 9.00 eV
SMILES string = CN1CCC=N1.C=C=C
net charge = 0

2 | A cluster of 3 separate species, C7H12N2 in total. Source: the Open Molecules 2025 dataset; level of theory: the ωB97M-V functional and the def2-TZVPD basis.

Structure (XYZ):
```
21
C7H12N2 the ωB97M-V functional and the def2-TZVPD basis
C 0.5124 2.0076 0.0745
C -0.7851 1.2788 0.5279
C -1.2516 0.0029 -0.1734
C -0.1695 -0.6908 -0.8036
C 1.0181 -0.7996 -0.0411
C 0.9710 -1.9938 1.0173
C -0.8394 0.0004 1.2601
H 1.2022 1.2647 -0.2708
H 0.6960 2.6556 0.9895
H 0.3460 2.6570 -0.7124
H -1.5410 2.1170 0.9782
H -2.1501 -0.4368 -0.7580
H -0.6591 -1.6745 -0.8853
H -0.4643 -1.4736 -2.9634
H -0.5114 1.0860 -1.8289
H 2.1103 -0.5634 -0.3633
H 1.8929 -1.9677 1.6609
H 0.2355 -2.8812 0.6966
H -1.3444 0.1747 2.3011
N 0.1842 -0.3002 -2.0524
N 0.5473 -0.4630 1.3466
```

Computed properties:
LUMO energy = -0.36 eV
highest occupied orbital energy = -8.48 eV
HOMO-LUMO gap = 8.12 eV
net charge = 0

Energy ordering: 1 at the bottom, the next structure 0.3044 hartree above.

1 | A cluster of 2 separate species, C5H13NO in total. Source: the Open Molecules 2025 dataset; level of theory: the ωB97M-V functional and the def2-TZVPD basis.

Structure (XYZ):
```
20
C5H13NO the ωB97M-V functional and the def2-TZVPD basis
C 1.4458 1.3218 -1.6954
C 1.2052 0.9814 -0.2202
C -0.1590 0.4233 0.1219
C -0.6823 0.7763 1.2937
N -1.8546 0.1969 1.8608
C -0.9671 -0.2938 -0.9230
H 1.7953 0.4349 -2.2394
H 2.2326 2.0628 -1.8230
H 0.5889 1.6732 -2.2689
H 1.2844 1.9450 0.2845
H 2.0364 0.3697 0.1179
H -0.1070 1.4741 1.8864
H -1.8939 0.2967 2.8659
H -1.8289 -0.7905 1.6459
H -2.0241 -0.2588 -0.6753
H -0.7741 -0.0378 -1.9591
H -0.6016 -1.3337 -0.8953
H -0.3091 -2.4709 1.1708
H 0.7418 -3.5447 0.8491
O -0.1288 -3.2261 0.6029
```

Computed properties:
LUMO energy = 0.69 eV
highest occupied orbital energy = -7.94 eV
HOMO-LUMO gap = 8.62 eV
SMILES string = CC/C(C)=C/N.O
net charge = 0

2 | A cluster of 2 separate species, C5H13NO in total. Source: the Open Molecules 2025 dataset; level of theory: the ωB97M-V functional and the def2-TZVPD basis.

Structure (XYZ):
```
20
C5H13NO the ωB97M-V functional and the def2-TZVPD basis
C -2.3516 0.1117 0.7057
C -2.1258 -0.2240 -0.7472
O -1.6298 0.5328 -1.5475
N -2.5803 -1.4714 -1.1077
H -2.0566 -0.7711 1.2779
H -3.3959 0.3653 0.8765
H -2.2293 -2.0347 -1.8519
H -2.8750 -2.0530 -0.3363
H -1.7538 0.9328 1.0838
C 1.4988 0.4389 0.6713
C 2.2759 1.6521 0.0865
C 1.8595 -0.8180 -0.1247
H 1.7275 0.3428 1.7337
H 0.4403 0.6754 0.5677
H 3.3168 1.3496 0.0149
H 2.0848 2.5455 0.6618
H 1.6562 -1.7819 0.3454
H 1.3488 -0.8023 -1.0879
H 1.8558 1.8372 -0.9031
H 2.9337 -0.8279 -0.3188
```

Computed properties:
LUMO energy = 0.81 eV
highest occupied orbital energy = -9.89 eV
HOMO-LUMO gap = 10.70 eV
SMILES string = CC(N)=O.CCC
net charge = 0

3 | A cluster of 2 separate species, C5H13NO in total. Source: the Open Molecules 2025 dataset; level of theory: the ωB97M-V functional and the def2-TZVPD basis.

Structure (XYZ):
```
20
C5H13NO the ωB97M-V functional and the def2-TZVPD basis
C 2.3081 1.9585 0.2130
C 1.3593 1.3649 1.1911
C 0.5748 0.1864 0.6771
C -0.7699 0.4114 0.6143
N -1.8231 -0.5377 0.6279
C -1.5936 -2.0120 0.5745
H 2.0354 1.7326 -0.7770
H 2.3576 3.0156 0.4021
H 3.3760 1.5948 0.2176
H 0.6645 2.1069 1.6160
H 2.0214 1.1598 2.0804
H 0.9606 -0.8054 0.4951
H -1.1531 1.3772 0.7262
H -2.5228 -0.3369 1.3977
H -1.1652 -2.2609 1.5027
H -0.9390 -2.4166 -0.2738
H -2.6162 -2.4720 0.5214
H 0.6206 -0.8073 -2.7726
H -0.7578 -0.3900 -3.4360
O -0.1741 -1.1486 -3.2144
```

Computed properties:
LUMO energy = 0.94 eV
highest occupied orbital energy = -7.79 eV
HOMO-LUMO gap = 8.72 eV
SMILES string = CC/C=C/NC.O
net charge = 0

Energy ordering: 2 at the bottom, the next structure 0.0429 hartree above.

1 | A cluster of 2 separate species, C5H13NO in total. Source: the Open Molecules 2025 dataset; level of theory: the ωB97M-V functional and the def2-TZVPD basis.

Structure (XYZ):
```
20
C5H13NO the ωB97M-V functional and the def2-TZVPD basis
C 0.6843 -2.6548 1.0336
C -0.5391 -1.8923 1.5437
N -1.3255 0.9617 1.2830
C -1.5263 0.0517 0.1680
C -1.2356 -1.2716 0.3617
C -1.8702 0.6710 -1.1852
H 1.3547 -1.8685 0.4683
H 1.3103 -2.8997 1.9737
H 0.4318 -3.5244 0.4743
H -0.0582 -0.9587 2.0326
H -1.0276 -2.4890 2.2282
H -0.9748 1.8972 1.0675
H -0.6518 0.5289 1.8930
H -1.4691 -1.9794 -0.5494
H -1.1889 1.5084 -1.2784
H -1.5644 0.0172 -2.0324
H -2.8555 1.1285 -1.1019
H 4.7791 4.6697 -2.3925
H 3.8333 3.5637 -3.1290
O 3.8933 4.5404 -2.8589
```

Computed properties:
LUMO energy = 0.78 eV
highest occupied orbital energy = -8.03 eV
HOMO-LUMO gap = 8.81 eV
SMILES string = CC/C=C(/C)N.O
net charge = 0

2 | A cluster of 2 separate species, C5H13NO in total. Source: the Open Molecules 2025 dataset; level of theory: the ωB97M-V functional and the def2-TZVPD basis.

Structure (XYZ):
```
20
C5H13NO the ωB97M-V functional and the def2-TZVPD basis
C -1.7607 0.8189 0.4329
N -0.5127 1.0293 -0.3864
C -0.7912 0.9741 -1.8312
C 0.4748 0.0797 0.1338
C 0.2661 -0.0607 1.6366
C -1.2029 0.4000 1.7687
H -2.2168 1.8067 0.2850
H -2.5460 0.0826 0.1483
H -1.5452 0.2723 -2.1855
H -1.0645 1.9915 -2.1037
H 0.1989 0.8523 -2.2581
H 0.2883 -0.9322 -0.2728
H 1.4982 0.2633 -0.2174
H 0.6289 -1.0485 1.9800
H 0.9464 0.4979 2.2965
H -1.3191 1.1766 2.5146
H -1.7522 -0.4795 2.1223
H 2.7132 -2.5020 -1.1405
H 4.0848 -2.4102 -1.8218
O 3.6119 -2.8121 -1.1013
```

Computed properties:
LUMO energy = 0.79 eV
highest occupied orbital energy = -8.52 eV
HOMO-LUMO gap = 9.31 eV
SMILES string = CN1CCCC1.O
net charge = 0

3 | A cluster of 2 separate species, C5H13NO in total. Source: the Open Molecules 2025 dataset; level of theory: the ωB97M-V functional and the def2-TZVPD basis.

Structure (XYZ):
```
20
C5H13NO the ωB97M-V functional and the def2-TZVPD basis
C 2.4491 0.1643 -1.9504
N 1.2493 1.1733 -1.7789
C 0.0702 0.4600 -1.4269
C -0.8022 1.4931 -0.6742
C -1.9929 0.7156 -0.0230
C -2.6026 1.1294 1.1472
H 2.5019 -0.7717 -1.4171
H 2.6080 -0.0708 -3.0098
H 3.3059 0.8666 -1.7173
H 0.8515 1.4179 -2.6768
H -0.5268 0.2098 -2.2954
H 0.2502 -0.4353 -0.8062
H -0.1071 2.1334 -0.1197
H -1.4041 2.1098 -1.4647
H -2.3042 -0.2894 -0.5190
H -2.6546 2.3117 1.3857
H -2.8274 0.3763 1.9579
H 0.1656 -3.9114 5.5016
H 1.1616 -4.3580 4.5658
O 0.6088 -4.7247 5.3213
```

Computed properties:
LUMO energy = 0.80 eV
highest occupied orbital energy = -8.69 eV
HOMO-LUMO gap = 9.49 eV
SMILES string = C=CCCNC.O
net charge = 0

Energy ordering: 2 at the bottom, the next structure 0.0126 hartree above.

1 | A cluster of 2 separate species, C5H13NO in total. Source: the Open Molecules 2025 dataset; level of theory: the ωB97M-V functional and the def2-TZVPD basis.

Structure (XYZ):
```
20
C5H13NO the ωB97M-V functional and the def2-TZVPD basis
C 0.6769 -2.6854 0.7205
C -0.7636 -2.1445 0.6864
C -0.8470 -0.7048 0.2448
C -1.9220 -0.1264 -0.2670
C -2.1314 1.3464 -0.4333
N 1.6508 -2.0562 -0.1268
H 0.6898 -3.7429 0.4556
H 1.0422 -2.7456 1.7517
H -1.4077 -2.3639 1.5355
H -1.2764 -2.7227 -0.0900
H -0.0563 -0.0730 0.6517
H -2.7213 -0.7717 -0.6186
H -2.3418 1.5825 -1.4794
H -1.2069 1.8605 -0.1642
H -2.9447 1.7261 0.1784
H 1.3490 -1.9247 -1.0606
H 2.1140 -1.2251 0.1980
H 4.1007 5.8421 -0.8702
H 2.6396 5.7001 -0.4353
O 3.3562 5.2290 -0.8774
```

Computed properties:
LUMO energy = 0.92 eV
highest occupied orbital energy = -8.97 eV
HOMO-LUMO gap = 9.89 eV
SMILES string = C/C=C/CCN.O
net charge = 0

2 | A cluster of 2 separate species, C5H13NO in total. Source: the Open Molecules 2025 dataset; level of theory: the ωB97M-V functional and the def2-TZVPD basis.

Structure (XYZ):
```
20
C5H13NO the ωB97M-V functional and the def2-TZVPD basis
C -0.3165 -0.2012 2.0251
C 1.0274 -0.8744 1.6873
O 1.1753 -1.8588 1.0516
N 2.2475 -0.0711 1.8123
H -1.0624 -0.5888 1.2080
H -0.4420 0.8082 2.1326
H 2.9128 -0.4432 1.3054
H 2.4572 0.8510 2.1627
H -0.5033 -0.4118 3.0923
C -1.9341 1.0284 -2.2140
C -0.8266 1.8839 -1.6428
C -1.0933 -0.3511 -2.3144
H -2.7635 0.9715 -1.5352
H -2.4661 1.1552 -3.2321
H -0.7910 2.7995 -2.3673
H -1.6821 -1.2973 -2.6314
H -0.2070 -0.2824 -3.0291
H 0.1731 1.5246 -1.5359
H -1.0769 1.9687 -0.6156
H -0.8242 -0.6021 -1.3004
```

Computed properties:
LUMO energy = 0.80 eV
highest occupied orbital energy = -10.00 eV
HOMO-LUMO gap = 10.80 eV
SMILES string = CC(N)=O.CCC
net charge = 0

3 | A cluster of 2 separate species, C5H13NO in total. Source: the Open Molecules 2025 dataset; level of theory: the ωB97M-V functional and the def2-TZVPD basis.

Structure (XYZ):
```
20
C5H13NO the ωB97M-V functional and the def2-TZVPD basis
C -1.2731 -0.8824 1.5857
N 0.1180 -0.9795 1.1787
C 0.6346 0.0993 0.3398
C 1.9064 -0.4428 -3.3164
C 1.3585 0.1301 -2.0679
C 1.3188 -0.4834 -0.8933
H -1.4824 -1.8375 2.0751
H -1.9204 -0.7261 0.7282
H -1.4759 -0.1085 2.3414
H 0.7433 -1.3568 1.8756
H -0.1808 0.7658 0.0916
H 1.3805 0.6787 0.8953
H 1.8290 -1.5264 -3.3709
H 2.9655 -0.1716 -3.4390
H 1.4682 -0.0119 -4.2163
H 0.8730 1.0964 -2.1830
H 1.7122 -1.4682 -0.6816
H -2.9304 1.8356 2.6598
H -3.9764 2.8429 3.1011
O -3.0686 2.5463 3.2960
```

Computed properties:
LUMO energy = 0.84 eV
highest occupied orbital energy = -8.47 eV
HOMO-LUMO gap = 9.31 eV
SMILES string = C/C=C/CNC.O
net charge = 0

Energy ordering: 1 at the bottom, the next structure 0.0074 hartree above.

1 | The molecule C5H3N. Source: the Open Molecules 2025 dataset; level of theory: the ωB97M-V functional and the def2-TZVPD basis.

Structure (XYZ):
```
9
C5H3N the ωB97M-V functional and the def2-TZVPD basis
C 0.1318 -1.2379 -0.0933
C 1.1846 -0.3851 -0.0347
C -1.0322 0.8195 -0.0147
C -1.2151 -0.6113 -0.0207
C 2.0693 0.4546 0.0280
N -0.5749 1.8703 -0.0052
H -1.8428 -0.9639 -0.8434
H -1.6784 -0.9606 0.9102
H 2.9577 1.0143 0.0738
```

Computed properties:
LUMO energy = -1.62 eV
highest occupied orbital energy = -8.95 eV
HOMO-LUMO gap = 7.33 eV
net charge = 0

2 | The molecule C5H3N. Source: the Open Molecules 2025 dataset; level of theory: the ωB97M-V functional and the def2-TZVPD basis.

Structure (XYZ):
```
9
C5H3N the ωB97M-V functional and the def2-TZVPD basis
C -2.8298 0.2142 -0.0804
C -1.6384 0.1384 -0.0201
C 1.1692 -0.7574 -0.0882
C 2.0069 0.2800 0.0269
C 0.1415 0.3318 -0.1193
N 0.9097 1.3361 0.0548
H -3.8203 -0.0773 0.0714
H 1.0480 -1.7620 -0.0604
H 3.0132 0.2962 0.2154
```

Computed properties:
LUMO energy = -0.64 eV
highest occupied orbital energy = -9.14 eV
HOMO-LUMO gap = 8.50 eV
net charge = 0

Energy ordering: 1 at the bottom, the next structure 0.0605 hartree above.

1 | A cluster of 2 separate species, C5H3N in total. Source: the Open Molecules 2025 dataset; level of theory: the ωB97M-V functional and the def2-TZVPD basis.

Structure (XYZ):
```
9
C5H3N the ωB97M-V functional and the def2-TZVPD basis
C 2.9612 -0.7554 -0.0052
C -2.5237 1.3491 0.5321
C -0.7953 -1.4822 -0.9743
C 1.9074 -0.1420 -0.0276
C -2.0339 0.3043 0.1199
N -1.4902 -0.7235 -0.4039
H 3.9474 -1.1232 0.0373
H -2.9824 2.3281 0.6708
H 1.0094 0.2447 0.0511
```

Computed properties:
LUMO energy = 0.49 eV
highest occupied orbital energy = -10.48 eV
HOMO-LUMO gap = 10.97 eV
net charge = 0

2 | The molecule C5H3N. Source: the Open Molecules 2025 dataset; level of theory: the ωB97M-V functional and the def2-TZVPD basis.

Structure (XYZ):
```
9
C5H3N the ωB97M-V functional and the def2-TZVPD basis
C -0.0803 0.0354 0.0089
C 0.7178 -1.1413 0.0151
C 2.2651 0.9879 -0.0204
C 0.5343 1.2228 0.0565
C 2.0383 -0.8795 0.0053
N 3.0416 -0.1296 -0.0328
H -1.1900 -0.0473 0.0740
H 0.4476 -2.2804 -0.1760
H 0.1292 2.0695 -0.2863
```

Computed properties:
LUMO energy (alpha / beta) = -0.14 / 0.01 eV
highest occupied orbital energy (alpha / beta) = -8.07 / -8.25 eV
HOMO-LUMO gap (alpha / beta) = 7.93 / 8.26 eV
SMILES string = c1cc2nc-2c1
net charge = 0

3 | The molecule C5H3N. Source: the Open Molecules 2025 dataset; level of theory: the ωB97M-V functional and the def2-TZVPD basis.

Structure (XYZ):
```
9
C5H3N the ωB97M-V functional and the def2-TZVPD basis
C 0.4108 -0.8248 -0.8733
C 1.7291 -0.3611 -0.8711
C -0.0835 0.2383 0.0625
C 1.3120 0.1740 0.3499
C -1.2007 0.5560 0.7590
N -2.1114 0.8656 1.4887
H -0.0025 -1.8189 -0.8644
H 2.6528 -0.6075 -1.4902
H -2.7067 1.7785 1.4388
```

Computed properties:
LUMO energy = 0.57 eV
highest occupied orbital energy = -8.20 eV
HOMO-LUMO gap = 8.77 eV
SMILES string = N=C=C1C2=C[C@H]12
net charge = 0

4 | A structure of composition C5H3N. Source: the Open Molecules 2025 dataset; level of theory: the ωB97M-V functional and the def2-TZVPD basis.

Structure (XYZ):
```
9
C5H3N the ωB97M-V functional and the def2-TZVPD basis
C 0.9103 0.7198 -0.0697
C -0.3593 0.7906 0.3448
C -0.5119 -0.9492 0.3941
C 1.7290 -0.2837 -0.2965
C -1.7337 0.5306 0.2966
N -1.6978 -0.7457 -0.1522
H 1.4395 -0.9089 -1.1762
H 2.7751 -0.2100 -0.0780
H -2.5511 1.0565 0.7371
```

Computed properties:
LUMO energy (alpha / beta) = -0.72 / -0.72 eV
highest occupied orbital energy (alpha / beta) = -9.07 / -9.07 eV
HOMO-LUMO gap (alpha / beta) = 8.35 / 8.35 eV
net charge = 0

Energy ordering: 1 at the bottom, the next structure 0.0076 hartree above.